(1)
DFT (ωB97M-V with the def2-TZVPD basis set) results for a molecular structure, C5H7F2I2N.

Geometry as XYZ:
```
17
Properties=species:S:1:pos:R:3:forces:R:3
C -0.435 0.079 -1.420 -2.1 -0.5 0.0
C -1.291 0.563 0.576 -0.7 1.3 -2.0
C -2.121 0.116 -1.548 2.6 -0.4 0.0
C -2.598 0.061 -0.110 0.4 -0.8 0.7
C 1.081 -0.356 0.544 -2.5 1.8 0.0
N -0.282 -0.272 -0.011 -0.1 0.3 -0.2
F -2.486 1.270 -2.057 -0.3 1.8 -1.2
F -2.602 -0.835 -2.396 0.4 0.1 0.5
I -3.200 -1.992 0.408 0.5 0.7 0.0
I -4.249 1.323 0.273 -0.2 0.2 0.2
H -0.257 -0.732 -2.099 1.0 -0.4 -0.3
H 0.094 1.035 -1.701 -0.9 -0.7 0.1
H -1.231 1.698 0.309 0.1 -1.5 0.0
H -1.349 0.589 1.592 0.0 -0.6 3.0
H 1.107 -0.710 1.540 -0.4 -0.5 1.1
H 1.591 -0.999 -0.054 1.6 -1.9 -1.7
H 1.571 0.587 0.542 0.6 1.2 -0.1
```
Forces are in eV/Å.

- E_LUMO: 0.001 hartree
- Maximum force: 3.08 eV/Å
- Molecular weight: 372.92 u
- Net charge: 0



(2)
DFT (ωB97M-V with the def2-TZVPD basis set) results for 2 unconnected molecules or ions with the total composition C5H7F3O4S2.

Geometry as XYZ:
```
21
Properties=species:S:1:pos:R:3:forces:R:3
C -2.978 -1.178 3.142 -0.7 -0.8 -0.5
C -2.385 -0.166 2.943 0.4 1.8 -0.8
S -1.619 1.276 2.416 0.9 -1.0 0.8
O -0.887 0.866 1.057 -1.1 0.6 0.3
C -1.313 1.770 -0.041 0.4 0.6 -1.3
C -0.247 1.761 -1.110 0.2 -0.2 -0.2
H -3.601 -2.044 3.065 0.2 -0.1 0.5
H -2.696 2.028 2.043 -0.1 -0.6 -0.2
H -2.259 1.438 -0.482 0.0 -0.2 0.6
H -1.417 2.792 0.351 0.0 -0.2 0.1
H 0.732 2.030 -0.709 -0.1 -0.1 0.0
H -0.493 2.475 -1.905 -0.2 0.1 0.3
H -0.178 0.789 -1.599 0.0 0.0 0.2
C 1.951 -1.090 -0.852 0.0 0.2 0.1
F 0.623 -1.365 -0.870 -0.1 -0.1 0.0
F 2.103 0.046 -1.567 0.1 -0.1 -0.1
F 2.245 -0.768 0.423 0.0 0.0 0.1
S 2.975 -2.487 -1.494 0.4 -0.6 -0.3
O 2.482 -2.642 -2.844 -0.2 0.2 0.1
O 2.643 -3.561 -0.587 -0.2 0.2 0.1
O 4.319 -1.973 -1.381 -0.1 0.2 0.1
```
Forces are in eV/Å.

- E_LUMO: -0.109 hartree
- Maximum force: 2.01 eV/Å
- Molecular weight: 252.23 u
- Net charge: 0



(3)
DFT (ωB97M-V with the def2-TZVPD basis set) results for C5H7FN2 in the gas phase.

Geometry as XYZ:
```
15
Properties=species:S:1:pos:R:3:forces:R:3
C -2.147 -0.506 0.317 -2.2 -0.7 -0.3
C -0.816 -0.989 -0.230 1.1 -1.1 2.2
C 0.316 -0.039 -0.069 4.3 -2.8 0.6
C 0.509 1.257 -0.237 -0.7 0.1 0.5
N 1.798 1.612 -0.053 -0.8 1.6 -0.2
N 2.659 0.666 0.141 2.2 -3.4 0.6
C 2.074 -0.489 0.226 -5.6 3.5 -1.6
F 2.596 -1.688 0.276 0.4 0.3 0.3
H -2.373 -0.566 1.480 0.9 0.0 -2.5
H -2.970 -1.173 -0.282 1.6 2.0 1.7
H -2.157 0.562 0.002 -0.9 -0.7 0.3
H -0.892 -1.273 -1.249 -0.3 -0.1 -1.1
H -0.505 -1.924 0.288 -0.2 0.4 -0.3
H -0.223 2.030 -0.354 -0.2 0.2 -0.3
H 2.132 2.520 -0.256 0.4 0.6 0.0
```
Forces are in eV/Å.

- E_LUMO: 0.033 hartree
- Maximum force: 6.75 eV/Å
- Molecular weight: 114.12 u
- Net charge: 0



(4)
DFT (ωB97M-V with the def2-TZVPD basis set) results for C5H7FN2 in the gas phase.

Geometry as XYZ:
```
15
Properties=species:S:1:pos:R:3:forces:R:3
H -3.180 -0.266 0.130 0.3 0.3 -0.1
N -2.383 0.363 -0.038 0.2 -1.0 0.2
C -1.286 -0.308 -0.030 -0.7 0.0 0.0
N -1.142 -1.667 0.233 0.0 0.6 -0.1
C -0.014 0.456 -0.253 0.1 0.5 0.2
C -0.079 1.773 -0.474 0.2 -0.4 0.1
C 1.299 -0.205 -0.113 0.5 0.2 0.1
C 2.352 0.197 0.593 -0.7 0.1 -0.1
F 1.397 -1.352 -0.858 0.1 0.1 0.1
H -0.312 -2.100 -0.134 -0.1 -0.1 0.0
H -1.972 -2.244 0.236 0.1 0.2 0.0
H -1.043 2.259 -0.509 0.0 0.0 0.0
H 0.829 2.351 -0.590 -0.1 0.0 -0.1
H 2.253 1.097 1.202 0.1 -0.4 -0.2
H 3.281 -0.354 0.603 0.0 0.0 -0.1
```
Forces are in eV/Å.

- E_LUMO: 0.021 hartree
- Maximum force: 1.04 eV/Å
- Molecular weight: 114.12 u
- Net charge: 0



(5)
DFT (ωB97M-V with the def2-TZVPD basis set) results for 2 unconnected molecules or ions with the total composition C5H7FN2O5.

Geometry as XYZ:
```
20
Properties=species:S:1:pos:R:3:forces:R:3
C 2.828 1.407 0.494 3.8 -0.1 2.1
C 1.800 1.588 -0.554 -0.6 2.6 -1.7
O 0.727 0.647 -0.688 0.1 0.1 1.0
C -0.374 0.822 0.000 -0.9 -0.8 0.8
O -0.611 1.578 0.912 0.6 0.3 -0.4
C -1.437 -0.126 -0.416 -0.8 -0.4 -2.4
F -2.666 0.232 -0.105 -0.8 0.0 0.7
N -1.360 -0.978 -1.447 0.8 0.9 0.6
O -0.303 -1.281 -1.962 0.6 -0.9 -0.6
O -2.494 -1.588 -1.955 0.3 -1.5 -0.5
H 2.468 1.566 1.553 0.3 -0.1 -1.3
H 3.546 0.513 0.496 -2.0 0.2 -0.2
H 3.778 2.098 0.338 -2.5 -0.3 0.1
H 2.184 1.358 -1.561 0.6 1.1 0.4
H 1.369 2.729 -0.450 0.9 -2.9 -0.5
H -2.147 -2.448 -2.441 -0.4 2.6 1.5
N -1.945 -1.888 2.575 0.2 -0.2 -0.3
C -1.728 -2.271 1.458 -1.0 1.5 3.9
O -1.628 -2.743 0.421 0.5 -1.5 -2.1
H -2.004 -1.215 3.333 0.2 -0.4 -1.1
```
Forces are in eV/Å.

- E_LUMO (alpha / beta): 0.003 / 0.003 hartree
- Maximum force: 4.38 eV/Å
- Molecular weight: 194.12 u
- Net charge: 0



(6)
DFT (ωB97M-V with the def2-TZVPD basis set) results for C5H7FO in the gas phase.

Geometry as XYZ:
```
14
Properties=species:S:1:pos:R:3:forces:R:3
C -1.374 0.922 0.586 -0.1 -0.2 0.0
C -0.441 1.685 0.017 -0.3 -0.3 0.1
C -1.258 -0.524 0.374 3.7 0.6 -2.3
C 0.526 -0.253 -0.779 -3.4 -0.9 2.6
C 1.660 -0.920 -0.060 0.1 0.3 -0.2
O 0.545 1.142 -0.726 0.4 0.4 -0.4
F -2.201 -1.097 -0.416 -0.4 -0.1 0.0
H -2.185 1.345 1.150 -0.1 0.2 0.1
H -0.393 2.759 0.075 0.1 0.1 0.0
H -1.000 -1.186 1.194 -0.1 0.0 0.1
H 0.282 -0.622 -1.769 0.0 0.1 -0.1
H 2.008 -0.270 0.743 0.0 -0.1 0.0
H 2.483 -1.109 -0.750 0.2 0.0 0.1
H 1.348 -1.873 0.362 0.0 -0.1 0.0
```
Forces are in eV/Å.

- E_LUMO: 0.039 hartree
- Maximum force: 4.41 eV/Å
- Molecular weight: 102.11 u
- Net charge: 0



(7)
DFT (ωB97M-V with the def2-TZVPD basis set) results for C5H7FOS in the gas phase.

Geometry as XYZ:
```
15
Properties=species:S:1:pos:R:3:forces:R:3
C -0.185 -1.295 -1.102 -1.0 0.5 -0.3
C 0.340 -0.831 0.238 1.1 -0.8 0.9
C 1.296 -1.528 0.858 0.0 -1.1 -1.2
F 1.759 -2.707 0.279 -0.4 1.0 0.4
C -0.151 0.436 0.913 0.0 -0.8 -0.8
S 0.613 1.799 0.089 1.6 0.8 -0.8
C -0.792 2.686 -0.349 -1.4 -0.1 0.3
O -1.872 2.329 0.079 -0.1 1.0 -0.8
H -1.237 -0.980 -1.189 0.2 -0.2 0.0
H 0.301 -0.856 -1.984 0.2 0.1 0.4
H -0.155 -2.374 -1.261 0.1 0.1 0.4
H 1.873 -1.371 1.758 -0.4 0.4 0.2
H -1.212 0.599 0.752 -0.2 -0.2 0.2
H 0.086 0.538 1.957 0.0 -0.4 0.4
H -0.665 3.555 -1.039 0.1 -0.4 0.4
```
Forces are in eV/Å.

- E_LUMO: 0.027 hartree
- Maximum force: 1.94 eV/Å
- Molecular weight: 134.17 u
- Net charge: 0



(8)
DFT (ωB97M-V with the def2-TZVPD basis set) results for C5H7FOS in the gas phase.

Geometry as XYZ:
```
15
Properties=species:S:1:pos:R:3:forces:R:3
F 2.394 -0.519 0.072 3.2 0.1 -0.3
C 1.194 -0.371 -0.488 -2.8 1.6 1.8
C 0.821 1.187 -0.127 1.7 -2.2 -1.6
O -0.463 1.500 -0.603 0.7 1.2 -0.3
C -1.528 1.059 0.091 1.8 -0.8 -1.3
C -1.923 -0.178 0.153 -0.1 -1.0 0.5
S -1.127 -1.604 -0.453 -3.2 -1.3 -1.3
C 0.407 -1.473 0.243 3.6 -0.6 -2.8
H 1.060 -0.538 -1.574 0.8 0.2 0.3
H 1.608 1.701 -0.800 -1.5 -0.2 1.4
H 0.992 1.385 0.969 -0.3 -0.1 -1.1
H -2.108 1.756 0.553 -1.4 2.3 1.1
H -2.798 -0.224 0.752 -0.9 -0.9 0.3
H 0.376 -1.276 1.259 0.2 0.1 2.1
H 1.096 -2.405 -0.047 -1.9 1.6 1.0
```
Forces are in eV/Å.

- E_LUMO: 0.032 hartree
- Maximum force: 4.56 eV/Å
- Molecular weight: 134.17 u
- Net charge: 0



(9)
DFT (ωB97M-V with the def2-TZVPD basis set) results for C5H7FS2 in the gas phase.

Geometry as XYZ:
```
15
Properties=species:S:1:pos:R:3:forces:R:3
C -0.925 0.570 1.842 -1.0 -0.4 0.6
C -0.502 -0.447 0.782 0.0 1.6 -0.6
C 0.760 0.121 0.035 -1.1 -1.4 1.5
F 1.843 -0.135 0.875 0.0 -0.1 -0.5
C 0.824 -0.610 -1.249 2.9 -2.3 -1.3
S 1.701 -2.069 -1.407 -1.7 2.4 0.4
C 0.317 -0.009 -2.497 -0.9 1.5 1.4
S -0.688 1.283 -2.515 0.5 -0.8 -0.1
H -1.130 1.554 1.411 -0.2 -0.2 -0.2
H -1.854 0.225 2.357 0.6 0.3 -0.3
H -0.190 0.767 2.617 0.3 -0.4 0.0
H -1.321 -0.588 0.067 0.1 0.2 0.0
H -0.283 -1.443 1.126 0.4 -0.2 0.4
H 0.713 1.194 -0.060 -0.2 0.3 -0.4
H 0.735 -0.413 -3.382 0.1 -0.6 -0.9
```
Forces are in eV/Å.

- E_LUMO: -0.083 hartree
- Maximum force: 3.89 eV/Å
- Molecular weight: 150.24 u
- Net charge: 0



(10)
DFT (ωB97M-V with the def2-TZVPD basis set) results for C5H7FS2 in the gas phase.

Geometry as XYZ:
```
15
Properties=species:S:1:pos:R:3:forces:R:3
F 1.747 -1.732 -0.144 -0.2 -0.1 -0.2
C 1.360 -0.586 0.540 0.9 -0.6 0.3
C 0.280 -0.946 1.616 -1.2 0.3 -0.3
C -0.924 -0.308 0.896 0.0 0.6 0.0
S -2.062 1.105 0.775 0.0 0.1 0.3
C -0.303 1.002 0.502 0.0 -0.2 -0.5
C 0.827 0.522 -0.419 0.0 1.5 -0.3
S 0.323 0.095 -2.109 0.5 -1.0 0.3
H 2.287 -0.246 1.013 -0.2 0.2 0.0
H 0.480 -0.500 2.607 0.0 -0.4 -0.5
H 0.138 -2.021 1.628 0.3 -0.2 0.5
H -1.246 -0.872 0.017 0.7 -0.2 0.2
H 0.181 1.516 1.332 -0.1 -0.2 0.1
H 1.588 1.312 -0.536 -0.2 -0.4 0.2
H 1.247 -0.910 -2.222 -0.6 0.5 -0.1
```
Forces are in eV/Å.

- E_LUMO: 0.025 hartree
- Maximum force: 1.52 eV/Å
- Molecular weight: 150.24 u
- Net charge: 0